14
Properties=species:S:1:pos:R:3 method="wB97M-V/def2-TZVPD" multiplicity=3 max_force_ha_per_bohr=0.1093 homo_energy_ev="-5.477 / -10.170" homo_lumo_gap_ev="6.103 / 5.987"
C 0.065 0.564 2.570
C -0.086 0.448 1.390
C -1.241 -0.708 -0.470
C 1.266 -0.227 -0.659
C -0.077 0.253 -0.086
O -0.344 1.455 -0.696
Br 1.937 -2.028 -0.120
Br 2.570 1.105 -0.124
H -0.162 0.738 3.585
H -1.054 -1.214 -1.406
H -1.399 -1.507 0.210
H -2.256 -0.091 -0.753
H 1.364 -0.058 -1.786
H -0.582 1.270 -1.656